Record 1
A 11-piece molecular cluster, C32H51F4N3O16S4 overall at a distorted geometry, computed with ωB97M-V/def2-TZVPD.

```
110
Properties=species:S:1:pos:R:3:forces:R:3:lowdin_charge:R:1
H 1.16758 -5.15664 20.13946 -0.469 -0.437 -0.348 0.08
C -7.48838 0.34592 21.75264 -0.922 -0.292 -1.567 -0.32
N -1.10685 -9.37387 19.39604 -1.082 -0.015 0.989 0.02
O -6.44365 0.51760 22.57274 1.540 1.950 0.655 0.16
H -3.42914 -0.14206 23.34080 -0.358 0.243 -0.405 0.03
H -0.73879 1.39115 23.32976 0.188 -0.235 0.011 0.06
C -0.27340 0.32805 16.32162 0.116 0.330 -1.514 -0.60
N -3.78131 -6.77865 25.02474 -0.840 -0.445 0.934 0.01
H 0.47455 -10.60945 20.08667 0.069 0.379 0.402 0.11
H -2.28317 -7.76626 21.97942 0.229 0.317 0.077 0.08
C -2.04500 -8.50321 19.95691 2.417 -1.119 0.930 -0.13
H -4.32860 -4.30541 18.89698 -0.515 0.122 0.853 0.15
C -0.64679 -0.20949 18.41913 1.517 1.204 1.730 -0.29
C -0.57787 -6.88410 16.61446 4.646 -3.574 -1.302 -0.52
H 1.30071 -7.17757 26.78894 0.454 -0.149 0.062 0.04
O -0.90113 0.72652 17.44588 -0.481 0.089 -0.410 0.13
F -2.68757 -4.90306 15.87592 0.740 -0.234 0.793 0.03
O 0.32828 -0.82943 16.48314 -0.076 -2.217 1.031 0.10
H 0.86892 -1.65566 18.29603 -1.194 -0.586 -0.461 0.15
H -8.49979 -4.29328 20.06387 -0.521 -0.030 -0.396 0.10
F -3.56925 -4.64258 21.23383 -0.232 -0.259 0.324 0.04
C -0.24144 -9.85007 20.38298 -0.844 1.617 -0.508 -0.10
H -4.47544 3.29783 17.75647 1.544 1.315 -0.163 0.04
H -5.21413 -4.38514 26.74699 0.094 -0.686 -0.180 0.09
C -4.51725 -3.67536 21.03911 1.014 0.535 0.629 -0.25
H 0.55501 -5.69165 21.75126 -0.126 0.405 -0.492 0.04
C -3.51561 -1.76267 20.31752 0.700 0.263 0.337 -0.57
C -4.89762 -5.33476 26.29926 1.135 0.003 -0.540 -0.09
O -6.74521 -1.61736 22.70828 -0.952 -1.126 -1.048 0.10
H -6.61592 -4.63056 16.35164 0.292 -0.279 0.128 0.14
H -6.91244 -5.76800 18.65657 -0.149 -0.120 -0.307 0.12
O -0.14861 -6.06740 23.69804 -0.005 0.034 0.221 -0.60
H -7.07931 -1.48855 20.63484 0.465 -0.303 -0.548 0.10
H -3.56328 -0.55037 17.67604 -0.582 0.328 0.334 0.05
O -1.56781 -6.36144 17.27408 -2.250 0.553 0.709 0.15
C -8.53167 -2.92275 18.25550 1.557 -0.974 -1.927 -0.10
O -3.93134 -2.36033 19.21530 0.545 0.304 0.137 0.05
H 0.75153 -4.44269 26.77712 -0.030 -0.080 0.078 0.06
H -6.05951 3.04246 18.49802 -0.476 0.532 -0.243 0.05
H -4.89210 0.23834 16.74079 0.659 0.012 0.200 0.08
S 0.82396 -5.87425 24.82008 -0.561 -0.309 0.894 0.85
H -0.85578 -4.94990 26.16146 -0.841 -0.136 0.410 0.03
H -3.28832 -6.96832 24.18419 0.393 -1.127 -0.308 0.11
C -7.42133 -4.88388 18.29918 0.205 -0.600 0.971 -0.19
H -0.42216 -7.20660 26.53447 0.241 0.144 -0.589 0.06
C -5.26383 -6.67569 26.66514 0.102 1.398 -0.467 -0.12
C -1.73144 -4.98891 16.90554 -1.469 -0.166 0.600 -0.25
H -1.45730 -0.26030 19.10834 -0.566 -0.410 0.137 0.12
H 1.12834 -2.82697 22.16377 -0.044 0.335 -0.866 0.08
C -7.75248 -3.02313 17.09254 -0.094 -1.917 1.816 -0.08
O -3.92713 -2.42604 21.43631 -0.277 -0.161 -0.707 0.11
C -0.53142 -9.12178 21.53644 -0.782 -0.153 -1.579 -0.10
N -7.06495 -4.25330 17.16419 -0.977 1.917 -0.613 0.01
C -8.30408 -4.11073 19.01023 0.593 0.336 0.274 -0.12
H -3.31762 -4.74637 24.73843 -0.619 -0.294 0.385 0.12
H 0.03919 0.59234 21.92291 0.510 -0.142 -0.170 0.03
C -5.27380 2.64937 17.87655 -1.639 -2.231 -0.059 -0.23
H -2.58083 0.04433 24.85863 0.057 0.103 0.226 0.07
H 0.22608 -4.28924 17.27301 -0.146 0.316 -0.203 0.14
F -8.59748 0.64145 22.52205 -0.596 0.594 -0.589 0.06
C -4.61898 -7.56511 25.87025 1.508 2.071 -1.576 -0.10
C -4.03732 0.41282 17.42994 0.489 -1.031 -1.243 -0.27
O 0.14498 -5.89254 16.01707 -0.254 -0.001 -0.373 0.08
H 0.04178 -9.03114 22.41203 0.507 -0.412 0.992 0.06
H -2.09869 -4.42335 17.77800 0.129 -0.396 -0.373 0.14
C -0.85378 0.67718 22.50976 -0.732 -0.294 1.088 -0.22
H -3.33819 -1.49227 24.41821 0.309 -0.604 -0.025 0.05
S -1.22058 -0.96330 23.23919 0.648 0.309 0.606 0.81
H -8.50480 -1.58589 21.71719 -0.202 0.090 -0.357 0.14
C -3.94132 -5.46621 25.29020 -0.714 0.920 0.768 -0.17
C -7.51509 -1.17539 21.55658 -0.400 0.224 0.672 -0.01
H -1.15332 -9.67908 18.43807 0.203 -0.042 0.053 0.13
C -4.70337 -3.49525 19.55546 -2.102 0.463 -1.760 -0.05
O -5.66539 -0.55781 24.37933 -1.958 -0.137 -2.690 0.11
H -5.36218 -3.85433 21.71995 0.161 -0.052 -0.560 0.18
C -6.29320 -0.55959 23.31248 3.763 -0.260 4.568 -0.57
H -1.66234 0.99992 21.89929 -0.707 0.146 -0.691 0.03
C 0.10823 -4.57526 25.90976 0.932 -1.203 -0.200 -0.22
H -7.30705 1.00663 20.86146 -0.912 -0.806 0.804 0.16
H -4.60364 -8.60630 25.76243 -0.160 -1.134 0.074 0.08
H -5.75289 -3.16499 19.26790 0.992 -1.012 0.464 0.13
H 0.61204 -8.21619 25.49208 0.237 -0.136 -0.247 0.04
O -0.15191 -8.06510 16.57261 -2.517 4.012 0.398 0.10
C -0.08788 -1.42913 17.76507 1.478 1.617 -0.390 -0.02
H -0.86064 -2.16610 17.69789 0.102 -0.832 -0.419 0.10
H -0.51811 -5.97619 20.43977 0.256 -0.629 -0.718 0.04
H -3.22687 0.97673 16.96903 -0.324 0.430 -0.078 0.06
C -2.79376 -0.64146 24.04722 0.358 0.935 -0.338 -0.25
H -7.59434 -2.42438 16.23516 -0.206 0.595 -0.498 0.09
C -0.38533 -4.61770 16.42700 0.794 -1.469 1.066 -0.06
H -0.44505 -3.93021 15.63816 0.279 0.887 -1.184 0.13
O -1.20962 -3.54073 19.60782 -0.219 0.203 -0.847 -0.53
C 0.55217 -7.27450 26.01515 -0.627 1.057 0.150 -0.24
O -5.91198 0.34823 19.14288 -0.758 0.159 0.083 -0.53
H 0.02795 -3.66126 25.37705 0.052 0.856 -0.674 0.02
H 1.49598 -2.87630 20.34945 0.503 -0.278 -0.150 0.05
H -5.57981 2.19570 16.92740 -0.506 0.814 0.058 0.06
S -4.75298 1.22294 18.80803 1.473 -0.272 1.093 0.83
F 0.43289 0.32294 19.17254 -0.248 0.038 0.146 0.01
H -5.96561 -6.84308 27.42465 -0.744 -0.656 0.842 0.07
C 0.75804 -2.71575 21.11642 -0.488 0.591 0.755 -0.25
H -9.23128 -2.15356 18.37689 -0.677 0.967 0.607 0.08
O -2.84713 -0.76545 20.31831 -0.597 -0.300 0.596 0.09
C 0.26842 -5.30323 20.74911 1.216 -1.295 0.983 -0.27
C -1.68972 -8.30740 21.26415 0.437 -0.886 -0.147 -0.13
H -2.85852 -8.08748 19.46813 -1.122 0.478 -1.225 0.08
S -0.59602 -3.84926 20.93983 -0.902 1.378 1.050 0.82
O -0.21989 -1.03103 24.36702 -0.109 -0.545 -0.333 -0.57
H 0.29891 -1.72807 20.93384 0.347 -0.305 0.431 0.03
O -0.26698 0.88996 15.27772 -0.295 0.873 -0.020 0.18
```
Forces are in eV/Å.

Properties
Kohn-Sham gap: 0.3085 Eh
HOMO level: -8.25 eV
E_tot: -125448.09045 eV
molecular weight: 938.03 g/mol

Record 2
One molecule with the formula C9H11NO3S at a distorted geometry, computed with ωB97M-V/def2-TZVPD.

```
25
Properties=species:S:1:pos:R:3:forces:R:3:lowdin_charge:R:1
N 0.70480 0.31021 1.59975 0.546 -0.705 0.383 0.10
C -0.05794 1.25354 1.09609 0.979 -0.425 1.310 -0.37
H -0.73673 3.03234 3.85519 -0.046 1.189 0.172 0.11
S -0.54688 1.17740 -0.60142 -0.031 -2.429 -1.528 0.79
C -1.13551 -0.88251 -2.66399 -2.542 1.172 -1.960 -0.10
H -1.52701 -2.25480 1.45623 1.079 -0.028 -0.483 0.08
H -2.29489 -1.13687 0.41179 -0.117 -0.802 -0.468 0.10
H -1.24118 2.98778 1.23999 0.617 -0.788 1.441 0.14
H 0.90283 1.59709 4.63916 0.796 -0.229 2.844 0.07
C -0.59076 2.28690 1.85323 -1.237 1.788 -2.517 -0.05
C -0.53265 -0.87695 -1.37351 1.334 2.192 2.550 -0.44
O -0.51737 -1.81251 -0.40507 0.551 -0.584 0.440 -0.11
C 1.03210 0.37311 2.91344 -1.087 0.698 -0.911 -0.10
O -1.93300 1.57721 -0.46381 -0.295 0.343 -0.779 -0.36
H -2.21087 -2.99709 -0.00648 0.377 1.471 0.254 0.11
H 0.93417 0.13288 -2.62841 -1.262 -1.165 -0.331 0.12
C 0.35585 -0.84786 -2.57711 1.442 1.976 1.309 -0.06
H 1.53595 -0.46344 3.35775 0.486 -0.198 -0.140 0.11
C 0.58563 1.42246 3.68991 -0.236 0.311 -2.219 -0.05
C -0.22594 2.42281 3.15344 -0.157 -1.680 0.316 -0.05
H 1.04098 -1.64955 -2.75786 -0.337 -0.822 -0.240 0.11
O 0.39348 1.89081 -1.45418 -0.574 0.105 0.634 -0.34
H -1.79879 -0.03989 -3.03822 1.288 -0.744 0.529 0.14
C -1.68095 -2.06492 0.38334 -1.584 0.036 -0.425 -0.06
H -1.61323 -1.80292 -2.92665 0.010 -0.680 -0.179 0.11
```
Forces are in eV/Å.

Properties
Kohn-Sham gap: 0.3498 Eh
HOMO level: -9.01 eV
ΔE to the lowest compared entry with this formula, charge and spin: 113.3 kcal/mol
E_tot: -27974.98482 eV
molecular weight: 213.26 g/mol

Record 3
One molecule with the formula C4H6N2O at a distorted geometry, computed with ωB97M-V/def2-TZVPD.

```
13
Properties=species:S:1:pos:R:3:forces:R:3:lowdin_charge:R:1
C 0.00047 0.29814 -0.21246 -0.492 0.706 2.127 -0.43
C 0.32126 1.40476 2.28191 -0.315 -1.193 -1.846 0.08
H 1.26345 -1.17543 1.62304 -2.144 -1.014 -0.443 0.10
C 0.42534 -1.74423 1.04208 2.363 -1.894 -1.323 -0.10
H -0.61365 -1.98888 1.51123 2.389 0.232 -0.263 0.12
O 0.16384 -1.05557 -0.18089 0.063 0.465 -0.186 -0.16
N -0.58219 0.10329 -2.37895 -0.624 2.201 -1.643 -0.01
H 1.08793 -2.71821 0.53807 -2.399 2.251 2.057 0.15
C 0.17415 1.05640 1.08130 0.419 0.209 3.301 -0.05
H -0.86240 -0.86795 -2.26638 -0.181 0.407 -0.228 0.08
N -0.43834 0.86127 -1.25498 0.575 0.324 0.128 -0.01
H 0.43377 1.58285 3.44227 -0.307 -0.220 -3.345 0.08
H -1.00337 0.76976 -3.12059 0.653 -2.474 1.663 0.13
```
Forces are in eV/Å.

Properties
Kohn-Sham gap: 0.3353 Eh
HOMO level: -8.21 eV
ΔE to the lowest compared entry with this formula, charge and spin: 129.2 kcal/mol
E_tot: -9267.89723 eV
molecular weight: 98.11 g/mol